No. 1
DFT (wB97M-V/def2-TZVPD) results for a molecular structure, C35H54NOP3W.

Output
- net charge = +2
- energy relative to the best compared isomer or geometry (same formula, charge and spin) (kJ/mol) = 39.6
- E_HOMO (alpha / beta) (eV) = -12.82 / -12.98
- expectation value of S² = 2.026
- orbital gap (alpha / beta) (eV) = 6.82 / 6.96
- spin multiplicity = 3
- DFT total energy (Eh) = -2586.814193

Each line ends with the Löwdin charge.
Atoms and positions in Å:
1 W -0.155 -0.016 -0.878  1.3347
2 C -3.172 1.600 0.078  -0.1188
3 C -2.379 2.771 -0.505  -0.4904
4 C -2.868 4.049 0.180  -0.0843
5 P -0.564 2.424 -0.368  1.0309
6 C 0.374 3.705 -1.305  -0.5155
7 C -0.121 5.148 -1.243  -0.0923
8 C 1.855 3.616 -0.952  -0.1116
9 C -0.299 2.375 1.410  -0.2910
10 C -0.399 3.485 2.251  -0.0418
11 C -0.612 3.353 3.615  -0.2529
12 C -0.738 4.552 4.509  -0.0294
13 C -0.785 2.062 4.113  0.0004
14 C -0.677 0.945 3.305  -0.0228
15 C -0.370 1.080 1.952  -0.2961
16 N -0.177 -0.065 1.105  -0.1615
17 C 0.454 -1.229 1.685  -0.3002
18 C 1.289 -1.176 2.797  -0.0435
19 C 1.909 -2.327 3.271  -0.0111
20 C 1.730 -3.567 2.667  -0.2638
21 C 2.397 -4.806 3.191  -0.0282
22 C 0.905 -3.611 1.544  -0.0399
23 C 0.282 -2.473 1.049  -0.3040
24 P -0.698 -2.437 -0.471  1.0198
25 C -2.420 -2.902 -0.020  -0.5108
26 C -2.539 -4.393 0.301  -0.0869
27 C -2.928 -2.066 1.154  -0.0957
28 C -0.104 -3.706 -1.651  -0.5292
29 C -1.022 -3.701 -2.877  -0.0866
30 C 1.352 -3.481 -2.040  -0.1029
31 H -4.237 1.761 -0.095  0.1016
32 H -3.020 1.533 1.158  0.0866
33 H -2.912 0.640 -0.369  0.0167
34 H -2.556 2.833 -1.586  0.1172
35 H -2.750 3.973 1.261  0.0782
36 H -3.935 4.158 -0.019  0.0970
37 H -2.379 4.957 -0.158  0.0546
38 H 0.252 3.358 -2.339  0.1099
39 H -0.095 5.551 -0.230  0.0791
40 H -1.128 5.259 -1.638  0.0726
41 H 0.536 5.765 -1.857  0.0934
42 H 2.038 3.949 0.072  0.0865
43 H 2.436 4.253 -1.620  0.0954
44 H 2.220 2.593 -1.056  0.0258
45 H -0.347 4.481 1.827  0.1120
46 H -0.382 5.454 4.015  0.0828
47 H -0.167 4.420 5.428  0.0902
48 H -1.778 4.715 4.794  0.0949
49 H -1.015 1.927 5.163  0.1307
50 H -0.818 -0.037 3.734  0.1230
51 H 1.455 -0.245 3.318  0.1125
52 H 2.542 -2.252 4.147  0.1269
53 H 2.769 -4.655 4.202  0.0859
54 H 3.243 -5.092 2.563  0.0902
55 H 1.705 -5.647 3.208  0.0904
56 H 0.754 -4.561 1.042  0.1233
57 H -3.015 -2.672 -0.910  0.1094
58 H -1.925 -4.655 1.165  0.0846
59 H -2.263 -5.035 -0.534  0.0702
60 H -3.574 -4.620 0.556  0.0952
61 H -2.346 -2.271 2.055  0.0856
62 H -3.964 -2.334 1.363  0.0954
63 H -2.890 -0.996 0.963  0.0380
64 H -0.188 -4.675 -1.149  0.1071
65 H -1.037 -2.717 -3.354  0.0712
66 H -2.047 -3.978 -2.634  0.0747
67 H -0.654 -4.421 -3.609  0.0954
68 H 1.484 -2.514 -2.535  0.0695
69 H 1.665 -4.256 -2.740  0.0967
70 H 2.006 -3.526 -1.170  0.0494
71 C -1.658 0.332 -5.245  -0.0511
72 C -2.801 0.212 -4.458  -0.0490
73 C -2.714 0.116 -3.076  -0.0916
74 C -1.465 0.143 -2.458  -0.3678
75 C -0.337 0.274 -3.272  -0.2304
76 C -0.402 0.363 -4.656  -0.0558
77 H -1.753 0.407 -6.319  0.1185
78 H -3.771 0.189 -4.936  0.1188
79 H -3.618 0.012 -2.489  0.1049
80 H 0.680 0.333 -2.818  0.0725
81 H 0.492 0.463 -5.255  0.1165
82 C 3.933 -1.818 -0.152  -0.1342
83 P 3.362 -0.166 -0.506  0.6544
84 C 3.665 0.815 0.957  -0.1223
85 C 4.330 0.476 -1.862  -0.1375
86 O 1.870 -0.161 -0.879  -0.5244
87 H 4.948 -1.762 0.245  0.0816
88 H 3.945 -2.420 -1.060  0.0634
89 H 3.281 -2.281 0.592  0.0494
90 H 4.741 0.905 1.110  0.0808
91 H 3.224 0.317 1.819  0.0475
92 H 3.233 1.808 0.859  0.0503
93 H 5.391 0.390 -1.626  0.0784
94 H 4.096 1.525 -2.046  0.0590
95 H 4.124 -0.101 -2.765  0.0732

No. 2
DFT (wB97M-V/def2-TZVPD) results for a molecular structure, C35H55CaNO7SSi2Te.

Output
- net charge = 0
- energy relative to the best compared isomer or geometry (same formula, charge and spin) (kJ/mol) = 33.9
- E_HOMO (eV) = -7.66
- orbital gap (eV) = 6.62
- DFT total energy (Eh) = -3871.140817

Each line ends with the Löwdin charge.
Atoms and positions in Å:
1 Ca -0.770 0.066 -1.010  1.2997
2 C 3.322 2.613 -1.345  -0.0282
3 C 1.832 2.780 -1.278  -0.2248
4 C 1.146 3.302 -2.376  0.0210
5 C -0.209 3.584 -2.306  -0.2432
6 C -0.943 4.219 -3.457  -0.0331
7 C -0.897 3.311 -1.122  -0.0470
8 C -0.260 2.761 -0.014  -0.3350
9 C -1.027 2.537 1.272  -0.0504
10 C 1.112 2.491 -0.114  -0.0435
11 H 3.625 1.927 -2.135  0.0629
12 H 3.728 2.281 -0.391  0.0530
13 H 3.792 3.559 -1.620  0.0968
14 H 1.700 3.518 -3.285  0.1278
15 H -1.650 3.516 -3.904  0.0702
16 H -0.256 4.540 -4.237  0.0867
17 H -1.516 5.083 -3.117  0.0837
18 H -1.946 3.578 -1.054  0.1145
19 H -1.506 1.552 1.332  0.0410
20 H -1.819 3.279 1.378  0.0886
21 H -0.374 2.615 2.142  0.0819
22 H 1.651 2.128 0.754  0.0863
23 C -0.129 -4.090 -2.650  -0.0033
24 C 0.071 -3.467 -1.283  -0.5185
25 C 0.715 -4.417 -0.297  -0.0205
26 O 0.881 -2.258 -1.413  -0.1235
27 C -1.215 -2.824 -0.731  -0.6533
28 O -1.566 -3.025 0.428  -0.0063
29 O -1.709 -1.940 -1.513  -0.2063
30 H 0.834 -4.388 -3.068  0.0939
31 H -0.604 -3.382 -3.326  0.0805
32 H -0.755 -4.981 -2.577  0.0994
33 H 1.672 -4.773 -0.688  0.0933
34 H 0.073 -5.282 -0.134  0.0995
35 H 0.871 -3.920 0.660  0.0479
36 H 1.796 -2.520 -1.603  0.1037
37 C -2.021 -1.624 5.944  -0.1798
38 Si -0.986 -2.246 4.513  0.3973
39 C -1.712 -3.803 3.784  -0.1644
40 C 0.764 -2.570 5.090  -0.1918
41 C -0.984 -0.865 3.220  -0.5488
42 Te 0.583 -1.001 1.769  1.3249
43 C 2.003 0.221 2.785  -0.5565
44 Si 3.734 -0.152 2.106  0.3839
45 C 4.816 1.343 2.396  -0.1734
46 C 3.623 -0.569 0.279  -0.2000
47 C 4.403 -1.630 3.028  -0.1771
48 H -2.188 -2.396 6.699  0.0330
49 H -3.000 -1.285 5.592  0.0247
50 H -1.532 -0.778 6.435  0.0320
51 H -1.475 -4.660 4.420  0.0359
52 H -1.310 -3.989 2.782  0.0220
53 H -2.799 -3.739 3.709  0.0208
54 H 0.766 -3.331 5.874  0.0365
55 H 1.227 -1.671 5.507  0.0298
56 H 1.397 -2.930 4.274  0.0119
57 H -0.861 0.102 3.718  0.0171
58 H -1.923 -0.823 2.669  -0.0162
59 H 1.952 -0.062 3.838  0.0040
60 H 1.726 1.275 2.710  -0.0055
61 H 4.470 2.212 1.832  0.0216
62 H 5.844 1.139 2.088  0.0397
63 H 4.830 1.615 3.454  0.0360
64 H 2.906 0.057 -0.258  0.0032
65 H 3.332 -1.614 0.143  0.0182
66 H 4.592 -0.428 -0.207  0.0500
67 H 4.568 -1.394 4.082  0.0370
68 H 5.361 -1.938 2.602  0.0376
69 H 3.723 -2.485 2.975  0.0248
70 N -1.031 0.140 -3.530  0.0132
71 C 0.145 0.584 -4.230  -0.3231
72 C 0.078 1.528 -5.238  -0.0475
73 C 1.246 2.125 -5.706  -0.0496
74 C 2.475 1.750 -5.189  -0.2640
75 C 2.543 0.718 -4.261  -0.0627
76 C 1.384 0.150 -3.768  -0.0425
77 S 3.970 2.681 -5.555  0.4049
78 O 4.853 1.725 -6.192  -0.3426
79 O 4.383 3.085 -4.213  -0.3629
80 O 3.501 3.768 -6.394  -0.3558
81 H -1.212 -0.863 -3.584  0.0816
82 H -1.863 0.618 -3.864  0.0943
83 H -0.887 1.838 -5.627  0.1100
84 H 1.216 2.916 -6.443  0.1143
85 H 3.512 0.404 -3.893  0.1211
86 H 1.427 -0.623 -3.008  0.0854
87 C -4.952 2.261 -0.873  0.0080
88 C -4.051 1.141 -0.450  -0.3557
89 O -2.972 0.990 -1.021  -0.0712
90 C -4.472 0.233 0.644  -0.1570
91 C -3.935 -1.052 0.688  -0.0105
92 C -4.295 -1.918 1.707  -0.0618
93 C -5.179 -1.500 2.692  -0.0602
94 C -5.720 -0.219 2.651  -0.0650
95 C -5.380 0.642 1.621  -0.0253
96 H -4.626 2.648 -1.835  0.0902
97 H -4.881 3.064 -0.133  0.1002
98 H -5.994 1.946 -0.914  0.0970
99 H -3.253 -1.393 -0.080  0.0831
100 H -3.865 -2.909 1.725  0.1006
101 H -5.454 -2.174 3.494  0.1098
102 H -6.407 0.104 3.421  0.1073
103 H -5.807 1.637 1.589  0.1123